Record 1
Computed, not measured: a structure of composition C4H6N2O, with the ωB97M-V functional and the def2-TZVPD basis.

```
! wB97M-V def2-TZVPD RIJCOSX def2/J DEFGRID3
* xyz 0 1
C -2.237 0.510 0.187
C -1.248 -0.406 0.458
C -0.355 -0.970 -0.505
N 0.907 -0.764 -0.689
C 1.417 0.263 0.128
N 2.763 0.400 0.001
O 0.737 0.968 0.866
H -2.290 1.117 -0.725
H -2.458 -0.792 0.269
H -2.972 0.756 0.956
H -0.789 -1.793 -1.083
H 3.243 1.013 0.639
H 3.282 -0.301 -0.502
*
```

Its orbital gap is 9.3 eV. As for the largest force on an atom: 0.351 eV/Å. The value obtained for the energy above the lowest of the compared OMol25 structures with the same formula, charge and spin is 89.2 kcal per mole. The calculation puts the HOMO energy at -8.595 eV.


Record 2
Computed, not measured: a structure of composition C45H37GeN8O5S4V, with the ωB97M-V functional and the def2-TZVPD basis.

```
! wB97M-V def2-TZVPD RIJCOSX def2/J DEFGRID3
* xyz -1 4
V 0.470 -0.836 0.186
S 2.837 -0.075 0.097
C 3.738 -1.497 -0.159
C 5.165 -1.355 -0.215
N 6.308 -1.220 -0.216
C 3.207 -2.759 -0.174
S 1.496 -3.067 -0.045
C 4.031 -3.917 -0.244
N 4.671 -4.875 -0.282
O 0.429 2.440 2.764
C 0.415 1.676 1.809
O 0.433 0.404 1.828
C 0.288 2.290 0.420
C 0.629 3.650 0.247
C 0.412 4.225 -0.961
C -0.226 3.474 -1.976
C -0.645 4.066 -3.189
C -1.354 3.346 -4.106
C -1.661 1.996 -3.853
C -1.255 1.393 -2.694
C -0.518 2.112 -1.724
N -0.199 1.517 -0.524
H 1.045 4.176 1.094
H 0.675 5.259 -1.153
H -0.407 5.109 -3.365
H -1.678 3.806 -5.031
H -2.215 1.424 -4.587
H -1.483 0.360 -2.487
N 0.226 3.775 -7.851
C 0.766 2.812 -6.982
C 0.710 1.457 -7.299
C 1.293 0.517 -6.464
C 1.926 0.916 -5.297
C 1.988 2.265 -4.978
C 1.421 3.207 -5.815
S 2.686 -0.277 -4.214
O 3.912 0.318 -3.765
O 2.750 -1.507 -4.978
N 1.691 -0.387 -2.969
C 0.657 -1.216 -3.000
S 0.096 -2.174 -4.362
C -1.220 -2.776 -3.413
C -1.148 -2.271 -2.165
N -0.132 -1.374 -1.930
H -0.524 3.430 -8.428
H -0.030 4.638 -7.398
H 0.220 1.140 -8.214
H 1.273 -0.536 -6.718
H 2.499 2.571 -4.073
H 1.486 4.261 -5.566
H -1.915 -3.514 -3.781
H -1.810 -2.544 -1.358
N -1.632 -0.918 0.547
C -2.712 -0.531 0.486
N -3.932 -0.027 0.445
C -4.359 0.581 -0.829
C -4.044 2.068 -0.810
O -4.626 2.684 0.327
C -4.069 2.168 1.526
C -4.375 0.687 1.662
H -5.432 0.413 -0.930
H -3.842 0.078 -1.645
H -4.452 2.561 -1.691
H -2.958 2.213 -0.805
H -4.509 2.727 2.350
H -2.982 2.324 1.540
H -5.448 0.520 1.770
H -3.865 0.251 2.519
C 0.095 -4.520 2.221
Ge 0.726 -2.652 2.354
C 2.392 -2.715 3.369
C 3.495 -1.889 3.175
C 4.628 -2.022 3.966
C 4.668 -2.975 4.974
C 3.569 -3.797 5.187
C 2.443 -3.670 4.385
C -0.754 -1.868 3.435
C -1.984 -2.439 3.226
C -3.118 -2.081 3.984
C -3.008 -1.141 4.968
C -1.762 -0.521 5.229
C -1.640 0.447 6.258
C -0.440 1.043 6.515
C 0.691 0.704 5.744
C 0.600 -0.219 4.744
C -0.624 -0.874 4.455
H -0.410 -4.833 3.138
H 0.961 -5.155 2.036
H -0.594 -4.653 1.384
H 3.464 -1.122 2.413
H 5.480 -1.378 3.786
H 5.553 -3.079 5.590
H 3.589 -4.542 5.973
H 1.599 -4.330 4.565
H -2.108 -3.200 2.463
H -4.067 -2.567 3.786
H -3.866 -0.863 5.572
H -2.521 0.701 6.837
H -0.355 1.784 7.301
H 1.635 1.202 5.924
H 1.467 -0.430 4.138
*
```

Its orbital gap (alpha / beta) is 6.4 / 6.4 eV. As for the largest force on an atom: 1.289 eV/Å. The value obtained for the energy above the lowest of the compared OMol25 structures with the same formula, charge and spin is 61.8 kcal per mole. The calculation puts the HOMO energy (alpha / beta) at -4.559 / -5.159 eV.


Record 3
Computed, not measured: the ion C4H13N2O with charge +1, with the ωB97M-V functional and the def2-TZVPD basis.

```
! wB97M-V def2-TZVPD RIJCOSX def2/J DEFGRID3
* xyz 1 1
C 1.444 1.294 0.038
C 0.499 0.350 0.736
C 0.797 -1.118 0.538
O 1.165 -1.489 -0.832
C -1.170 0.446 0.036
N -2.234 -0.028 0.832
N -1.195 -0.348 -1.269
H 1.471 1.109 -1.084
H 1.145 2.433 0.154
H 2.597 1.217 0.394
H 0.338 0.547 1.724
H 0.095 -1.790 0.977
H 1.641 -1.489 1.181
H 1.881 -2.060 -0.898
H -1.231 1.566 -0.290
H -2.577 0.601 1.410
H -1.983 -0.825 1.404
H -0.206 -0.459 -1.643
H -1.551 0.398 -1.903
H -1.781 -1.254 -1.177
*
```

Its orbital gap is 10.6 eV. As for the largest force on an atom: 5.448 eV/Å. The value obtained for the energy above the lowest of the compared OMol25 structures with the same formula, charge and spin is 77.9 kcal per mole. The calculation puts the HOMO energy at -13.810 eV.


Record 4
Computed, not measured: a cluster of 2 separate species, CH3FOS in total, with the ωB97M-V functional and the def2-TZVPD basis.

```
! wB97M-V def2-TZVPD RIJCOSX def2/J DEFGRID3
* xyz 0 1
C 1.165 0.018 0.300
O 1.546 -1.036 -0.265
F 1.244 1.144 -0.349
S -1.894 0.223 -0.162
H -2.579 1.068 0.418
H 2.173 -1.031 -1.057
H -1.654 -0.386 1.115
*
```

Its orbital gap is 9.6 eV. As for the largest force on an atom: 4.015 eV/Å. The value obtained for the energy above the lowest of the compared OMol25 structures with the same formula, charge and spin is 58.9 kcal per mole. The calculation puts the HOMO energy at -8.975 eV.


Record 5
Computed, not measured: a structure of composition FH2N2O2S, with the ωB97M-V functional and the def2-TZVPD basis.

```
! wB97M-V def2-TZVPD RIJCOSX def2/J DEFGRID3
* xyz -1 1
N 1.798 0.612 -0.517
N -1.611 0.451 0.407
O 2.973 0.371 -0.687
O -0.210 0.872 0.499
F -0.394 -1.664 -0.416
S 0.970 -0.280 0.480
H -1.845 0.227 -0.482
H -1.683 -0.588 0.716
*
```

Its orbital gap (alpha / beta) is 7.8 / 7.8 eV. As for the largest force on an atom: 4.728 eV/Å. The value obtained for the energy above the lowest of the compared OMol25 structures with the same formula, charge and spin is 73.2 kcal per mole. The calculation puts the HOMO energy (alpha / beta) at -3.598 / -3.599 eV.


Record 6
Computed, not measured: the ion C6H13N2 with charge +1, with the ωB97M-V functional and the def2-TZVPD basis.

```
! wB97M-V def2-TZVPD RIJCOSX def2/J DEFGRID3
* xyz 1 1
H 4.836 0.682 -0.087
N 3.874 0.745 -0.142
C 3.146 0.120 0.653
C 1.468 0.270 0.170
C 1.432 -0.794 -0.923
C 0.251 0.951 0.410
N -0.844 0.907 -0.455
C -2.168 0.581 0.156
C -2.270 -0.828 0.684
H 3.253 -0.489 1.522
H 1.468 -0.385 -1.891
H 0.643 -1.441 -0.676
H 2.482 -1.154 -0.889
H 0.253 1.824 1.044
H -0.856 1.695 -1.097
H -0.637 0.067 -1.008
H -2.237 1.219 1.052
H -2.929 0.840 -0.622
H -1.856 -1.517 0.024
H -1.631 -0.794 1.571
H -3.404 -1.063 0.783
*
```

Its orbital gap is 10.6 eV. As for the largest force on an atom: 6.807 eV/Å. The value obtained for the energy above the lowest of the compared OMol25 structures with the same formula, charge and spin is 94.6 kcal per mole. The calculation puts the HOMO energy at -13.761 eV.


- What is the formula in the third record?
  C4H13N2O


- The lowest energy above the lowest of the compared OMol25 structures with the same formula, charge and spin belongs to which entry?
  CH3FOS